Computed, not measured: a molecular structure, C55H72GeKN6O4 at a distorted geometry, with ωB97M-V/def2-TZVPD.

Calculated values
Total charge = -1
LUMO = 1.40 eV
DFT total energy = -5445.35624 a.u.
ΔE to the lowest compared entry with this formula, charge and spin = 4.9409 eV

Last column: Löwdin charge in e.
Positions of all 139 atoms, in Å:
K: -0.69308 0.93941 0.14484  0.621
C: 2.58490 2.90826 -0.70873  -0.082
N: 1.38714 3.05637 0.09531  -0.217
C: 0.55229 4.17524 -0.36878  -0.194
C: -0.03972 4.09986 -1.78877  -0.147
C: -1.51290 3.66965 -1.87658  -0.242
N: -1.63664 2.23289 -1.93088  -0.037
C: -2.41121 1.73819 -2.82625  -0.145
C: -2.65842 0.35984 -3.17417  -0.153
C: -3.31133 0.15041 -4.40843  -0.100
C: -3.50736 -1.09893 -4.94933  -0.149
C: -3.02721 -2.21381 -4.22454  -0.125
C: -2.41241 -2.06827 -3.00955  -0.025
C: -2.22663 -0.78101 -2.37933  -0.407
O: -1.72651 -0.67616 -1.23809  -0.195
C: 1.72122 3.34166 1.49571  -0.220
C: 2.55577 2.31874 2.26001  -0.161
C: 1.94423 0.91750 2.37606  -0.219
N: 0.52173 1.00165 2.63223  0.022
C: 0.11401 1.03110 3.83008  -0.122
C: -1.30144 1.11726 4.21914  -0.168
C: -1.64208 0.69541 5.50324  -0.042
C: -2.96047 0.62565 5.92437  -0.091
C: -3.98065 0.96675 5.04615  -0.069
C: -3.67708 1.39799 3.76373  -0.011
C: -2.35372 1.45803 3.36760  -0.221
O: -2.05284 2.03506 2.09978  -0.068
H: 3.23572 3.80180 -0.64706  0.095
H: 2.33360 2.73796 -1.75376  0.064
H: 3.15658 2.04143 -0.37256  0.083
H: 1.13741 5.10979 -0.27771  0.116
H: -0.27305 4.27412 0.35056  0.104
H: 0.54061 3.41975 -2.41463  0.085
H: 0.06496 5.08824 -2.24596  0.105
H: -2.00192 4.15486 -2.73582  0.104
H: -2.03082 4.05844 -0.97824  0.099
H: -2.95021 2.44056 -3.48592  0.108
H: -3.65281 1.02911 -4.95580  0.092
H: -4.00546 -1.22737 -5.90329  0.074
H: -3.15445 -3.21098 -4.63662  0.087
H: -2.06431 -2.92938 -2.44500  0.095
H: 0.78530 3.47184 2.03203  0.085
H: 2.25517 4.31170 1.55069  0.123
H: 2.67981 2.73960 3.26419  0.112
H: 3.56632 2.23323 1.84173  0.102
H: 2.47530 0.34023 3.14163  0.114
H: 2.08812 0.39561 1.42096  0.084
H: 0.80662 0.89354 4.67548  0.130
H: -0.84159 0.39710 6.17432  0.111
H: -3.19204 0.27475 6.92236  0.100
H: -5.01783 0.88078 5.35361  0.107
H: -4.45269 1.62867 3.04086  0.123
C: 4.62330 1.42796 -6.38474  -0.050
C: 4.63139 1.64892 -4.86613  -0.562
C: 5.87182 0.97226 -4.28351  -0.070
C: 4.71220 3.15420 -4.56579  -0.044
C: 3.34509 1.10480 -4.25214  -0.174
C: 2.10467 1.54455 -4.71352  -0.021
C: 0.94508 1.09661 -4.10073  -0.109
N: 0.94028 0.25054 -3.06863  0.176
C: 2.11887 -0.19574 -2.63801  -0.209
C: 3.33327 0.19849 -3.20022  0.024
C: 2.06974 -1.23900 -1.56300  -0.202
C: 2.72251 -2.44887 -1.77281  0.040
C: 2.55281 -3.49594 -0.87213  -0.153
C: 1.72528 -3.25159 0.21698  -0.001
C: 1.13926 -2.00683 0.37019  -0.115
N: 1.30437 -1.00046 -0.49634  0.102
C: 3.17948 -4.87332 -1.07327  -0.555
C: 4.10684 -4.90955 -2.28882  -0.073
C: 2.05710 -5.90113 -1.28025  -0.045
C: 3.99473 -5.25024 0.17194  -0.049
H: 5.56142 1.78656 -6.82162  0.083
H: 3.80214 1.96459 -6.86670  0.076
H: 4.51779 0.36531 -6.62177  0.092
H: 6.76802 1.38023 -4.75942  0.083
H: 5.86010 -0.10860 -4.45622  0.089
H: 5.95617 1.14685 -3.20664  0.085
H: 5.62337 3.57955 -5.00232  0.084
H: 4.72965 3.33202 -3.48635  0.085
H: 3.85241 3.68963 -4.97840  0.081
H: 2.02627 2.24500 -5.53884  0.107
H: -0.03335 1.43138 -4.44088  0.110
H: 4.24652 -0.21560 -2.78868  0.109
H: 3.31326 -2.56096 -2.67336  0.106
H: 1.50821 -4.02121 0.95022  0.115
H: 0.48626 -1.79817 1.22146  0.061
H: 3.56256 -4.70674 -3.21629  0.086
H: 4.55337 -5.90431 -2.37570  0.082
H: 4.92063 -4.18212 -2.19948  0.086
H: 1.46050 -5.65241 -2.16294  0.098
H: 1.37756 -5.93205 -0.42405  0.049
H: 2.48293 -6.90168 -1.41885  0.088
H: 4.79007 -4.52053 0.35271  0.089
H: 4.45506 -6.23495 0.03557  0.082
H: 3.36651 -5.29317 1.06489  0.079
C: -3.45136 -2.81357 6.01395  -0.136
C: -1.94426 -3.06715 6.06311  -0.278
C: -1.33045 -3.66085 4.78049  -0.304
C: -0.84833 -2.61871 3.75116  -0.402
Ge: -2.06172 -1.72014 2.33973  0.840
C: -2.16504 -3.23693 0.99290  -0.428
C: -2.43629 -4.66190 1.47214  -0.313
C: -2.54853 -5.70234 0.34957  -0.278
C: -1.23000 -5.92617 -0.38779  -0.137
H: -3.71232 -2.12656 5.20678  0.017
H: -3.98826 -3.74972 5.82233  0.068
H: -3.82093 -2.40472 6.96497  0.058
H: -1.73520 -3.74193 6.90209  0.089
H: -1.41807 -2.12589 6.30239  0.082
H: -2.05248 -4.34377 4.32524  0.078
H: -0.48240 -4.29218 5.08908  0.088
H: -0.07071 -3.08704 3.12295  0.023
H: -0.30532 -1.82972 4.30740  0.023
H: -3.49750 -1.92946 3.04595  -0.104
H: -1.22157 -3.19246 0.42437  0.016
H: -2.92594 -2.93739 0.25486  0.049
H: -3.35797 -4.67853 2.06755  0.093
H: -1.64420 -4.98479 2.16018  0.086
H: -3.31668 -5.37246 -0.36185  0.101
H: -2.89541 -6.66139 0.75854  0.093
H: -0.87327 -5.00388 -0.85822  0.057
H: -1.31489 -6.69062 -1.16880  0.068
H: -0.45691 -6.25573 0.31975  0.059
O: -4.37087 2.88050 0.68602  0.179
C: -3.64156 3.64138 1.22502  -0.356
N: -2.52360 3.30149 1.99559  0.033
C: -1.88915 4.39487 2.57407  -0.347
O: -0.94326 4.35141 3.29362  0.155
C: -2.64560 5.58561 2.07812  -0.075
C: -2.42300 6.92832 2.28471  0.005
C: -3.28081 7.82338 1.65171  -0.069
C: -4.31703 7.37560 0.84564  -0.069
C: -4.53370 6.01739 0.64259  0.008
C: -3.67986 5.13813 1.27170  -0.079
H: -1.61020 7.26726 2.91416  0.122
H: -3.13958 8.88806 1.78342  0.103
H: -4.96279 8.10178 0.36431  0.105
H: -5.33648 5.65240 0.01228  0.126

Force components x, y, z for each atom (eV/Å):
0.39 -0.25 0.34
0.06 -0.03 0.04
-0.12 0.09 0.10
-0.03 0.02 -0.02
0.06 -0.05 -0.01
-0.08 0.07 0.23
-0.27 -0.02 -0.14
0.07 0.11 0.02
0.01 -0.15 -0.08
0.05 0.01 0.06
0.04 -0.01 0.06
0.06 0.09 0.14
-0.13 -0.06 -0.07
0.04 0.23 -0.17
-0.35 -0.43 -0.49
0.06 0.06 -0.09
0.13 -0.02 -0.04
0.08 0.01 -0.36
-0.14 0.29 0.27
0.11 -0.16 -0.13
0.00 -0.15 -0.02
-0.01 0.03 0.03
0.01 -0.02 -0.02
-0.02 0.02 -0.02
0.00 -0.05 -0.04
0.12 0.40 -0.08
-0.03 -0.47 0.50
-0.01 0.00 0.00
-0.03 -0.02 -0.04
-0.03 0.03 0.00
0.04 -0.01 -0.01
0.11 -0.02 -0.10
0.01 -0.02 0.00
-0.05 0.01 0.06
0.05 0.01 -0.08
0.06 -0.08 -0.16
0.05 0.08 -0.07
0.02 -0.06 0.03
0.02 0.02 0.05
0.00 0.01 0.00
-0.02 0.06 -0.05
-0.04 0.01 0.03
0.00 -0.03 -0.01
-0.04 -0.03 -0.02
-0.10 -0.01 0.02
0.02 0.03 0.13
-0.13 0.05 0.19
0.00 0.03 -0.02
-0.06 0.02 -0.04
0.01 0.01 -0.04
0.09 0.00 -0.04
0.06 0.01 0.09
-0.02 0.00 -0.06
0.03 0.01 0.02
0.07 -0.05 0.04
0.01 0.06 -0.03
0.03 0.03 0.03
-0.08 0.09 0.00
0.02 -0.11 0.24
0.16 0.12 -0.05
-0.20 -0.10 -0.06
0.02 -0.05 0.04
-0.28 0.06 0.08
0.02 -0.03 -0.01
0.04 -0.04 -0.14
-0.06 -0.02 0.10
0.00 0.37 -0.03
0.24 -0.27 -0.08
0.03 0.00 -0.03
0.04 0.01 -0.06
-0.01 -0.03 0.06
0.03 -0.02 0.05
-0.08 -0.02 0.04
0.06 -0.06 0.04
0.01 0.08 0.02
-0.05 -0.02 0.03
0.00 0.09 0.01
0.00 -0.02 -0.09
-0.09 -0.04 0.05
0.00 -0.02 -0.07
0.08 -0.05 0.02
0.02 -0.06 0.06
0.09 -0.06 0.05
-0.05 0.09 -0.04
-0.02 -0.05 0.06
0.00 0.05 -0.05
0.14 -0.01 -0.16
0.05 -0.02 0.08
-0.03 0.06 0.01
-0.07 -0.06 0.00
0.04 -0.02 0.07
0.22 0.01 -0.18
-0.03 0.09 0.01
-0.05 -0.05 -0.01
-0.05 0.08 0.01
0.05 0.01 -0.07
-0.01 -0.01 -0.04
0.11 0.14 0.06
0.06 0.11 0.05
0.15 -0.02 0.09
-0.11 0.11 0.06
0.04 -0.05 -0.21
-0.02 0.03 0.02
-0.04 0.00 -0.07
-0.02 0.02 0.07
0.04 -0.04 0.06
0.05 0.07 0.03
0.07 -0.05 -0.13
-0.03 0.00 -0.02
-0.13 -0.22 -0.08
-0.06 0.02 -0.02
-0.03 0.06 -0.01
-0.09 -0.01 0.06
-0.12 -0.11 -0.12
0.10 -0.08 -0.05
-0.19 -0.08 0.13
0.06 -0.03 0.16
0.02 0.04 -0.07
0.05 0.00 -0.01
0.07 -0.02 0.04
0.03 0.06 -0.01
-0.06 -0.09 0.07
0.00 0.07 0.07
-0.18 0.03 -0.07
-0.75 -0.63 -0.56
0.45 0.47 0.33
-0.23 0.46 0.04
-0.48 0.12 -0.44
0.88 0.04 0.70
-0.12 -0.16 -0.09
0.07 0.05 0.09
0.11 0.07 0.09
-0.15 0.08 -0.12
-0.13 -0.16 -0.08
0.04 0.03 0.00
-0.01 -0.02 -0.02
0.02 0.01 0.02
0.03 -0.07 0.03
0.06 0.03 0.03